Molecular formula: C51H118F3NO33S11
Method: DFT, the ωB97M-V functional and the def2-TZVPD basis

Each atom is followed by the atoms it is bonded to, with distances in Å.
Atoms and positions in Å:
1 C -2.408 -0.847 1.701  C2 1.523, H10 1.090, H11 1.090, H12 1.090
2 C -1.220 -0.232 0.973  C1 1.523, C3 1.548, H13 1.090, H14 1.090
3 C -0.485 -1.169 -0.017  C2 1.548, N4 1.579, H15 1.090, H16 1.090
4 N 0.668 -0.494 -0.858  C3 1.579, C5 1.521, C6 1.539, C9 1.512
5 C 1.946 -0.439 -0.035  N4 1.521, H17 1.090, H18 1.090, H19 1.090
6 C 0.325 0.891 -1.434  N4 1.539, C7 1.534, H20 1.090, H21 1.090
7 C 1.226 1.104 -2.658  C6 1.534, C8 1.542, H22 1.090, H23 1.090
8 C 1.470 -0.321 -3.194  C7 1.542, C9 1.538, H24 1.090, H25 1.090
9 C 0.861 -1.266 -2.144  N4 1.512, C8 1.538, H26 1.090, H27 1.090
10 H -3.207 -1.099 1.004  C1 1.090
11 H -2.742 -0.104 2.425  C1 1.090
12 H -2.038 -1.740 2.206  C1 1.090
13 H -0.453 0.060 1.690  C2 1.090
14 H -1.529 0.720 0.543  C2 1.090
15 H -1.111 -1.368 -0.887  C3 1.090
16 H -0.039 -2.086 0.369  C3 1.090
17 H 2.074 -1.396 0.471  C5 1.090
18 H 1.707 0.232 0.789  C5 1.090
19 H 2.790 -0.024 -0.585  C5 1.090
20 H 0.487 1.506 -0.549  C6 1.090
21 H -0.736 0.857 -1.682  C6 1.090
22 H 2.170 1.607 -2.448  C7 1.090
23 H 0.647 1.686 -3.376  C7 1.090
24 H 2.534 -0.548 -3.128  C8 1.090
25 H 1.117 -0.508 -4.208  C8 1.090
26 H 1.441 -2.169 -1.957  C9 1.090
27 H -0.088 -1.667 -2.501  C9 1.090
28 C 2.233 -5.561 -1.699  F29 1.350, F30 1.364, F31 1.335, S32 1.984
29 F 1.610 -6.536 -2.395  C28 1.350
30 F 3.529 -5.886 -1.430  C28 1.364
31 F 2.174 -4.471 -2.467  C28 1.335
32 S 1.248 -5.174 -0.021  C28 1.984, O33 1.464, O34 1.442, O35 1.452
33 O 1.898 -3.982 0.528  S32 1.464
34 O -0.117 -4.879 -0.383  S32 1.442
35 O 1.371 -6.311 0.874  S32 1.452
36 O -4.456 -8.131 3.456  S37 1.506
37 S -5.145 -6.937 4.063  O36 1.506, O38 1.492, O39 1.736, C42 1.899
38 O -5.651 -6.876 5.466  S37 1.492
39 O -4.140 -5.564 3.717  S37 1.736, C40 1.339
40 C -3.191 -5.730 2.787  O39 1.339, C41 1.590, H43 1.090, H44 1.090
41 C -2.416 -4.358 2.577  C40 1.590, H45 1.090, H46 1.090, H47 1.090
42 C -6.601 -6.451 2.946  S37 1.899, H48 1.090, H49 1.090, H50 1.090
43 H -3.614 -6.046 1.832  C40 1.090
44 H -2.505 -6.499 3.141  C40 1.090
45 H -1.978 -4.129 3.549  C41 1.090
46 H -3.047 -3.541 2.228  C41 1.090
47 H -1.564 -4.469 1.906  C41 1.090
48 H -6.672 -5.385 3.163  C42 1.090
49 H -7.443 -7.044 3.304  C42 1.090
50 H -6.324 -6.680 1.917  C42 1.090
51 O 6.203 2.243 -2.501  S52 1.447
52 S 5.576 2.378 -1.204  O51 1.447, O53 1.476, O54 1.711, C57 1.858
53 O 4.221 1.823 -1.018  S52 1.476
54 O 6.590 1.614 -0.057  S52 1.711, C55 1.434
55 C 7.995 1.788 -0.288  O54 1.434, C56 1.555, H58 1.090, H59 1.090
56 C 8.709 1.144 0.934  C55 1.555, H60 1.090, H61 1.090, H62 1.090
57 C 5.759 4.119 -0.580  S52 1.858, H63 1.090, H64 1.090, H65 1.090
58 H 8.367 2.752 -0.634  C55 1.090
59 H 8.306 1.127 -1.097  C55 1.090
60 H 9.784 0.986 0.839  C56 1.090
61 H 8.216 0.225 1.252  C56 1.090
62 H 8.738 1.819 1.789  C56 1.090
63 H 6.744 4.556 -0.741  C57 1.090
64 H 5.516 4.128 0.482  C57 1.090
65 H 5.087 4.786 -1.121  C57 1.090
66 O 1.934 -0.624 3.069  S67 1.471
67 S 2.332 -1.458 4.212  O66 1.471, O68 1.459, O69 1.669, C72 1.856
68 O 3.698 -1.969 4.157  S67 1.459
69 O 1.979 -0.609 5.605  S67 1.669, C70 1.468
70 C 2.557 -1.094 6.864  O69 1.468, C71 1.582, H73 1.090, H74 1.090
71 C 3.375 0.080 7.539  C70 1.582, H75 1.090, H76 1.090, H77 1.090
72 C 1.150 -2.863 4.480  S67 1.856, H78 1.090, H79 1.090, H80 1.090
73 H 3.248 -1.909 6.646  C70 1.090
74 H 1.841 -1.410 7.623  C70 1.090
75 H 4.372 0.200 7.116  C71 1.090
76 H 3.558 -0.066 8.604  C71 1.090
77 H 2.819 1.008 7.400  C71 1.090
78 H 0.150 -2.435 4.552  C72 1.090
79 H 1.473 -3.406 5.368  C72 1.090
80 H 1.137 -3.402 3.532  C72 1.090
81 O -2.563 8.515 -2.604  S82 1.492
82 S -1.354 8.116 -1.826  O81 1.492, O83 1.472, O84 1.674, C87 1.890
83 O -1.242 8.595 -0.439  S82 1.472
84 O -1.105 6.463 -1.915  S82 1.674, C85 1.441
85 C -1.205 5.784 -3.182  O84 1.441, C86 1.583, H88 1.090, H89 1.090
86 C -0.490 4.383 -3.012  C85 1.583, H90 1.090, H91 1.090, H92 1.090
87 C 0.150 8.685 -2.819  S82 1.890, H93 1.090, H94 1.090, H95 1.090
88 H -0.972 6.352 -4.084  C85 1.090
89 H -2.252 5.638 -3.448  C85 1.090
90 H -0.582 3.629 -3.793  C86 1.090
91 H -0.811 3.961 -2.059  C86 1.090
92 H 0.592 4.443 -3.131  C86 1.090
93 H 0.268 9.731 -2.535  C87 1.090
94 H -0.158 8.466 -3.842  C87 1.090
95 H 1.012 8.085 -2.529  C87 1.090
96 O 4.260 2.022 -5.857  S97 1.457
97 S 4.843 0.691 -5.955  O96 1.457, O98 1.470, O99 1.630, C102 1.809
98 O 4.208 -0.478 -5.329  S97 1.470
99 O 5.054 0.392 -7.543  S97 1.630, C100 1.430
100 C 5.558 -0.880 -7.961  O99 1.430, C101 1.552, H103 1.090, H104 1.090
101 C 6.474 -0.626 -9.187  C100 1.552, H105 1.090, H106 1.090, H107 1.090
102 C 6.575 0.779 -5.443  S97 1.809, H108 1.090, H109 1.090, H110 1.090
103 H 4.796 -1.612 -8.227  C100 1.090
104 H 6.109 -1.463 -7.224  C100 1.090
105 H 5.902 -0.201 -10.011  C101 1.090
106 H 6.845 -1.535 -9.659  C101 1.090
107 H 7.323 0.025 -8.978  C101 1.090
108 H 6.630 0.604 -4.368  C102 1.090
109 H 6.960 1.794 -5.550  C102 1.090
110 H 7.234 0.134 -6.024  C102 1.090
111 O -8.560 -1.490 6.868  S112 1.469
112 S -8.421 -2.364 5.695  O111 1.469, O113 1.481, O114 1.636, C117 1.872
113 O -9.570 -2.418 4.762  S112 1.481
114 O -7.087 -1.884 4.879  S112 1.636, C115 1.402
115 C -7.185 -2.055 3.491  O114 1.402, C116 1.554, H118 1.090, H119 1.090
116 C -5.699 -2.078 3.038  C115 1.554, H120 1.090, H121 1.090, H122 1.090
117 C -7.758 -4.050 6.167  S112 1.872, H123 1.090, H124 1.090, H125 1.090
118 H -7.592 -1.163 3.015  C115 1.090
119 H -7.788 -2.934 3.265  C115 1.090
120 H -5.285 -3.086 3.060  C116 1.090
121 H -5.046 -1.417 3.610  C116 1.090
122 H -5.693 -1.576 2.071  C116 1.090
123 H -6.699 -4.023 6.420  C117 1.090
124 H -8.289 -4.719 5.490  C117 1.090
125 H -8.285 -4.274 7.095  C117 1.090
126 O -0.467 -6.432 6.434  S127 1.491
127 S -1.176 -5.375 7.212  O126 1.491, O128 1.411, O129 1.657, C132 1.810
128 O -0.707 -5.071 8.508  S127 1.411
129 O -1.109 -4.028 6.251  S127 1.657, C130 1.452
130 C -1.615 -2.762 6.752  O129 1.452, C131 1.501, H133 1.090, H134 1.090
131 C -2.741 -2.373 5.838  C130 1.501, H135 1.090, H136 1.090, H137 1.090
132 C -2.970 -5.601 7.272  S127 1.810, H138 1.090, H139 1.090, H140 1.090
133 H -0.814 -2.043 6.579  C130 1.090
134 H -1.928 -2.767 7.796  C130 1.090
135 H -3.271 -1.506 6.234  C131 1.090
136 H -3.335 -3.216 5.486  C131 1.090
137 H -2.266 -1.881 4.989  C131 1.090
138 H -3.252 -5.369 6.245  C132 1.090
139 H -3.515 -5.030 8.023  C132 1.090
140 H -3.096 -6.684 7.292  C132 1.090
141 O -7.505 1.169 7.564  S142 1.470
142 S -6.383 1.515 6.679  O141 1.470, O143 1.481, O144 1.716, C147 1.888
143 O -5.365 0.599 6.117  S142 1.481
144 O -7.079 2.327 5.336  S142 1.716, C145 1.459
145 C -6.281 2.730 4.183  O144 1.459, C146 1.518, H148 1.090, H149 1.090
146 C -6.035 1.477 3.360  C145 1.518, H150 1.090, H151 1.090, H152 1.090
147 C -5.520 2.978 7.504  S142 1.888, H153 1.090, H154 1.090, H155 1.090
148 H -5.349 3.106 4.605  C145 1.090
149 H -6.847 3.455 3.599  C145 1.090
150 H -6.180 1.683 2.300  C146 1.090
151 H -6.692 0.711 3.772  C146 1.090
152 H -5.032 1.073 3.499  C146 1.090
153 H -5.222 2.710 8.518  C147 1.090
154 H -6.357 3.676 7.514  C147 1.090
155 H -4.748 3.428 6.880  C147 1.090
156 O -2.698 -0.658 -2.590  S157 1.459
157 S -3.858 0.228 -2.617  O156 1.459, O158 1.497, O159 1.744, C162 1.907
158 O -4.931 -0.033 -1.606  S157 1.497
159 O -3.417 1.909 -2.464  S157 1.744, C160 1.396
160 C -4.386 2.912 -2.531  O159 1.396, C161 1.477, H163 1.090, H164 1.090
161 C -4.346 3.943 -1.474  C160 1.477, H165 1.090, H166 1.090, H167 1.090
162 C -4.667 0.225 -4.344  S157 1.907, H168 1.090, H169 1.090, H170 1.090
163 H -5.349 2.412 -2.424  C160 1.090
164 H -4.253 3.326 -3.531  C160 1.090
165 H -4.838 3.595 -0.566  C161 1.090
166 H -4.656 4.947 -1.762  C161 1.090
167 H -3.281 4.078 -1.289  C161 1.090
168 H -3.918 0.387 -5.119  C162 1.090
169 H -5.343 1.080 -4.348  C162 1.090
170 H -5.266 -0.663 -4.543  C162 1.090
171 O 7.000 -5.767 -0.109  S172 1.493
172 S 6.511 -4.494 0.502  O171 1.493, O173 1.436, O174 1.677, C177 1.803
173 O 7.277 -3.833 1.521  S172 1.436
174 O 6.134 -3.502 -0.796  S172 1.677, C175 1.448
175 C 6.120 -2.062 -0.643  O174 1.448, C176 1.553, H178 1.090, H179 1.090
176 C 6.595 -1.303 -1.912  C175 1.553, H180 1.090, H181 1.090, H182 1.090
177 C 4.897 -4.774 1.254  S172 1.803, H183 1.090, H184 1.090, H185 1.090
178 H 6.715 -1.721 0.204  C175 1.090
179 H 5.192 -1.718 -0.187  C175 1.090
180 H 7.582 -1.470 -2.343  C176 1.090
181 H 6.296 -0.258 -1.817  C176 1.090
182 H 6.006 -1.550 -2.796  C176 1.090
183 H 4.739 -5.850 1.176  C177 1.090
184 H 4.163 -4.184 0.706  C177 1.090
185 H 4.860 -4.463 2.298  C177 1.090
186 C 1.376 5.268 0.829  C187 1.395, C191 1.454, H192 1.080
187 C 2.070 4.327 1.590  C186 1.395, C188 1.432, H193 1.080
188 C 1.488 3.102 2.049  C187 1.432, C189 1.404, H194 1.080
189 C 0.109 2.933 1.847  C188 1.404, C190 1.383, H195 1.080
190 C -0.631 3.892 1.182  C189 1.383, C191 1.407, H196 1.080
191 C -0.054 5.064 0.659  C186 1.454, C190 1.407, H197 1.080
192 H 1.783 6.207 0.484  C186 1.080
193 H 3.104 4.442 1.879  C187 1.080
194 H 2.086 2.346 2.538  C188 1.080
195 H -0.295 2.003 2.218  C189 1.080
196 H -1.700 3.759 1.097  C190 1.080
197 H -0.657 5.840 0.211  C191 1.080
198 C 0.735 5.911 -9.729  C199 1.500, H204 1.090, H205 1.090, H206 1.090
199 C 0.871 4.652 -8.924  C198 1.500, C200 1.532, H207 1.090, H208 1.090
200 C 1.644 3.577 -9.695  C199 1.532, C201 1.527, H209 1.090, H210 1.090
201 C 1.986 2.293 -8.943  C200 1.527, C202 1.553, H211 1.090, H212 1.090
202 C 0.803 1.630 -8.187  C201 1.553, C203 1.536, H213 1.090, H214 1.090
203 C 1.241 0.229 -7.733  C202 1.536, H215 1.090, H216 1.090, H217 1.090
204 H -0.120 5.742 -10.384  C198 1.090
205 H 1.593 6.031 -10.392  C198 1.090
206 H 0.453 6.801 -9.167  C198 1.090
207 H 1.460 4.931 -8.051  C199 1.090
208 H -0.149 4.410 -8.626  C199 1.090
209 H 2.630 3.877 -10.052  C200 1.090
210 H 1.148 3.238 -10.604  C200 1.090
211 H 2.345 1.600 -9.704  C201 1.090
212 H 2.846 2.438 -8.289  C201 1.090
213 H 0.619 2.281 -7.331  C202 1.090
214 H -0.101 1.488 -8.778  C202 1.090
215 H 0.724 -0.238 -6.895  C203 1.090
216 H 1.144 -0.430 -8.596  C203 1.090
217 H 2.290 0.086 -7.475  C203 1.090

As for the total charge: +1. The expectation value of S² is 0.76. The value obtained for the total energy is -251176.299 eV. The HOMO-LUMO gap (alpha / beta) is 9.37 / 2.24 eV. The calculation puts the molar mass at 1683.2 Da. As for the spin multiplicity: 2. The value obtained for the HOMO energy (alpha / beta) is -11.15 / -11.15 eV.